(1)
{"formula": "C11H24Cl2IrN2O2PS", "method": "ωB97M-V with the def2-TZVPD basis set", "charge": 3, "homo_energy_ev": [-15.996, -19.586], "energy_ev": -66844.121, "max_force_ha_per_bohr": 0.0982, "s2": 8.78, "spin_multiplicity": 6, "symbols": ["C", "C", "H", "H", "H", "O", "Cl", "Ir", "P", "C", "C", "H", "H", "H", "C", "H", "H", "H", "H", "H", "H", "C", "O", "Cl", "C", "N", "C", "C", "S", "N", "C", "C", "H", "H", "H", "H", "H", "H", "H", "H", "H", "H", "H", "H"], "xyz": [[-0.27095, -2.43400, -3.96205], [-0.95747, -1.38951, -3.14542], [-1.00860, -2.82710, -4.66989], [0.08058, -3.24485, -3.31281], [0.60465, -2.04185, -4.49524], [-2.05425, -0.93316, -3.45195], [1.10678, -3.15376, -0.73807], [0.11910, -1.12571, -1.48073], [0.23827, 1.02082, -2.47472], [-1.23995, 2.05414, -2.16827], [1.52180, 2.19724, -1.88835], [1.38677, 0.50345, -4.55882], [0.45187, 2.03045, -4.67378], [-0.39200, 0.45986, -4.77897], [0.43968, 0.99725, -4.30356], [2.51653, 1.75510, -2.00991], [1.45966, 3.14180, -2.44871], [-1.20672, 2.92770, -2.83356], [-1.21315, 2.39148, -1.12309], [1.34421, 2.40388, -0.82329], [-2.15543, 1.48295, -2.35445], [-1.59603, -0.80588, -0.84375], [-2.67822, -0.55446, -0.49106], [2.44746, -0.76793, -1.78510], [-2.29637, -1.04949, 2.71223], [-1.08454, -0.46527, 3.28228], [-0.97751, -0.61607, 4.73774], [0.05801, -0.52427, 2.53677], [0.15496, -1.63072, 1.23472], [1.14701, 0.15465, 2.91284], [1.06992, 1.26687, 3.85468], [2.40126, -0.04072, 2.19002], [-3.09001, -0.93337, 3.45601], [-2.16075, -2.11672, 2.47539], [-2.57418, -0.53038, 1.79038], [-0.08556, -1.18084, 5.03177], [-0.97681, 0.36432, 5.21860], [-1.86408, -1.15505, 5.07708], [1.30101, 0.93330, 4.87519], [1.81131, 2.01512, 3.56703], [0.07158, 1.71206, 3.83264], [2.61301, -1.11509, 2.11449], [2.34393, 0.35860, 1.16532], [3.19321, 0.46516, 2.75038]], "forces_ev_per_a": [[0.762, -1.515, -0.818], [-4.488, 0.930, -2.115], [0.106, 0.119, 0.039], [-0.071, 0.139, -0.229], [-0.216, 0.144, 0.174], [3.652, -1.195, 1.140], [0.717, -0.595, -0.896], [0.317, 2.140, 1.298], [-0.222, 2.429, -0.579], [-0.140, -0.666, 0.145], [0.286, -0.735, 0.378], [-0.186, 0.182, -0.011], [0.013, -0.169, 0.255], [0.255, 0.291, 0.047], [0.040, -0.732, 0.326], [-0.176, 0.397, 0.016], [-0.200, -0.381, 0.023], [0.057, -0.251, 0.136], [-0.097, -0.062, -0.267], [0.098, -0.024, -0.269], [0.037, 0.289, -0.019], [-4.502, 0.625, 1.589], [3.714, -0.780, -1.237], [0.270, -1.235, 0.116], [-0.377, 0.925, -0.005], [-1.164, -1.505, 1.084], [-0.431, -0.020, 0.615], [-0.402, -0.581, -1.470], [-0.189, -0.024, -0.416], [1.911, 1.573, 0.566], [0.003, 0.421, 0.057], [0.054, -0.218, 0.292], [0.039, -0.171, -0.319], [0.151, -0.002, 0.242], [0.080, -0.005, 0.238], [-0.047, 0.210, -0.228], [-0.048, -0.064, 0.066], [0.143, 0.127, 0.063], [0.092, -0.007, -0.198], [-0.097, -0.062, 0.051], [0.283, 0.004, 0.022], [0.120, 0.147, 0.131], [-0.078, 0.117, 0.223], [-0.065, -0.206, -0.254]], "lowdin_spin": [0.11, 0.15, 0.01, 0.00, 0.00, 0.35, 0.65, 0.35, 0.02, 0.01, 0.01, 0.00, 0.00, 0.00, 0.01, 0.01, 0.00, 0.00, 0.00, 0.00, 0.00, 0.05, 0.03, 0.35, 0.08, 0.57, 0.07, 0.42, 0.92, 0.49, 0.05, 0.07, 0.01, 0.04, 0.01, 0.01, 0.02, 0.01, 0.02, 0.01, 0.01, 0.02, 0.03, 0.01]}

(2)
{"formula": "C11H24ClCuN3OV", "method": "ωB97M-V with the def2-TZVPD basis set", "charge": 2, "homo_energy_ev": [-16.771, -16.778], "energy_ev": -101145.304, "max_force_ha_per_bohr": 0.1881, "spin_multiplicity": 1, "symbols": ["N", "C", "O", "Cu", "V", "N", "N", "C", "C", "C", "C", "C", "C", "C", "C", "H", "H", "H", "H", "H", "H", "H", "H", "H", "H", "H", "H", "H", "H", "H", "H", "H", "H", "C", "H", "H", "H", "C", "H", "H", "H", "Cl"], "xyz": [[2.03937, -0.63144, 0.03781], [5.26605, -1.21315, -1.06036], [6.22533, -1.69241, -1.54246], [3.83880, -0.65932, -0.32053], [1.06069, 0.43472, 0.80925], [-0.20548, -0.45337, 1.89692], [-0.00957, 1.28309, -0.49700], [-1.06665, -1.59460, 1.53490], [0.14615, 1.19414, -1.95015], [-1.53946, -2.37779, 2.76218], [-2.29720, -1.07583, 0.79186], [-0.28632, -2.53277, 0.61073], [1.49471, 1.80626, -2.34658], [-0.94622, 1.94466, -2.71543], [0.10564, -0.26223, -2.39755], [-0.67649, -2.73119, 3.33509], [-2.11527, -3.24469, 2.40902], [-2.18068, -1.77716, 3.41642], [-2.94579, -0.48894, 1.45434], [-2.87573, -1.92570, 0.40267], [-2.01174, -0.42878, -0.05064], [-0.06970, -2.05764, -0.35407], [-0.87811, -3.43667, 0.42756], [0.67453, -2.79603, 1.07212], [1.53936, 2.85928, -2.03322], [1.62187, 1.73708, -3.43215], [2.31623, 1.27243, -1.85409], [-0.89322, 3.02886, -2.54982], [-1.93932, 1.57105, -2.43276], [-0.78703, 1.75526, -3.78562], [0.24179, -0.30504, -3.48505], [-0.86837, -0.70972, -2.15159], [0.90174, -0.84534, -1.92223], [-0.47399, 0.20446, 3.17261], [0.29611, 0.96141, 3.33086], [-1.44557, 0.72126, 3.19601], [-0.40967, -0.50226, 4.01051], [-0.64419, 2.49922, -0.00013], [-0.40270, 2.63329, 1.05969], [-0.32980, 3.39651, -0.55465], [-1.74557, 2.46705, -0.07347], [2.27546, 1.97202, 1.77899]], "forces_ev_per_a": [[-2.667, 2.290, 1.759], [8.199, -3.507, -3.748], [-5.229, 2.609, 2.515], [-2.124, 0.579, 0.925], [3.119, -1.126, -0.398], [-1.866, -0.418, -0.086], [0.412, 0.904, -0.599], [1.220, -0.706, 0.428], [-1.372, -0.590, -0.588], [-0.228, 0.059, 0.346], [-0.994, 1.003, -0.543], [0.330, 0.064, -0.421], [0.972, 0.571, 0.567], [-0.116, 0.311, 0.050], [0.147, -0.647, 0.017], [-0.135, -0.071, -0.053], [0.202, 0.307, 0.177], [0.044, -0.213, -0.132], [0.084, -0.191, -0.076], [0.289, 0.161, 0.261], [0.073, -0.299, 0.166], [-0.143, -0.215, 0.265], [0.144, 0.226, 0.099], [-0.301, -0.105, -0.113], [0.048, -0.233, -0.223], [-0.213, 0.018, 0.227], [-0.169, 0.067, -0.164], [-0.143, -0.286, -0.179], [0.150, 0.145, -0.139], [-0.152, 0.117, 0.354], [-0.060, 0.018, 0.296], [0.247, 0.100, -0.136], [-0.245, 0.100, -0.255], [0.934, 0.332, -0.141], [-0.124, 0.027, 0.065], [-0.146, -0.409, -0.156], [-0.221, -0.054, -0.231], [0.060, 0.022, 0.482], [-0.066, 0.014, -0.129], [0.057, -0.338, 0.041], [0.213, -0.265, -0.237], [-0.229, -0.368, -0.290]], "mulliken_charge": [-0.16, 0.52, -0.10, -0.22, 0.71, 0.45, 0.86, 1.53, 0.88, -1.92, -1.27, -1.72, -1.19, -1.64, -1.53, 0.47, 0.47, 0.46, 0.39, 0.42, 0.17, 0.26, 0.49, 0.40, 0.37, 0.46, 0.06, 0.44, 0.41, 0.46, 0.57, 0.36, 0.27, -1.06, 0.32, 0.42, 0.42, -1.03, 0.36, 0.38, 0.37, -0.33]}

Question: Number 1 is which compound?
Answer: C11H24Cl2IrN2O2PS

Question: Number 2 is which compound?
Answer: C11H24ClCuN3OV